Record 1
Density functional theory data (ωB97M-V with the def2-TZVPD basis set) for a cluster of 2 separate species, C3H11N3 in total at a distorted geometry.

Structure (XYZ):
```
17
Properties=species:S:1:pos:R:3
N 3.18 -0.26 -0.44
N 1.30 1.20 -0.30
N -1.96 -0.79 1.13
C 2.41 0.53 0.46
C -2.69 -0.23 -1.13
C -2.91 -0.49 0.15
H -1.03 -0.98 0.76
H -1.71 0.13 -1.46
H 3.33 0.22 -1.31
H 0.97 1.90 0.39
H 2.98 1.37 0.89
H -3.40 -0.21 -1.95
H -2.18 -1.49 1.81
H 1.95 -0.10 1.25
H 0.50 0.57 -0.28
H -3.94 -0.41 0.50
H 3.99 -0.65 0.03
```

## Properties
LUMO level, eV: 0.9524
Energy relative to the best compared isomer or geometry (same formula, charge and spin), kJ/mol: 173.1
Multiplicity: 1
Charge: 0
DFT total energy, Eh: -285.111900

---

Record 2
Density functional theory data (ωB97M-V with the def2-TZVPD basis set) for a structure of composition C3H11N3 at a distorted geometry.

Structure (XYZ):
```
17
Properties=species:S:1:pos:R:3
N -1.11 0.93 -0.61
N 0.65 1.49 0.89
N 0.06 -0.69 0.88
C 0.21 0.63 -0.14
C -1.14 -1.52 0.87
C 1.17 0.27 -1.27
H 1.37 1.16 -1.86
H -1.10 -2.25 1.68
H -1.43 1.79 -0.18
H -2.01 -0.88 0.98
H -1.20 0.96 -1.61
H 1.65 1.66 0.83
H 2.12 -0.09 -0.87
H -1.24 -2.06 -0.08
H 0.34 0.34 1.60
H 0.75 -0.50 -1.92
H 0.90 -1.25 0.81
```

## Properties
LUMO level, eV: 0.9141
Energy relative to the best compared isomer or geometry (same formula, charge and spin), kJ/mol: 235.6
Multiplicity: 1
Charge: 0
DFT total energy, Eh: -285.088099

---

Record 3
Density functional theory data (ωB97M-V with the def2-TZVPD basis set) for the molecule C3H11N3 at a distorted geometry.

Structure (XYZ):
```
17
Properties=species:S:1:pos:R:3
N 0.43 -1.00 -1.26
N -1.51 -1.34 0.27
N -1.11 0.76 -0.92
C 0.29 -0.06 1.00
C -0.41 -0.33 -0.32
C 1.33 1.17 0.82
H 0.86 -0.93 1.30
H -0.49 1.48 -1.26
H -1.06 -2.24 0.43
H -0.03 -1.12 -2.16
H 1.86 1.30 1.76
H 2.06 0.97 0.03
H -0.43 0.25 1.76
H 0.81 2.10 0.60
H -2.19 -1.48 -0.47
H -1.80 1.15 -0.29
H 1.39 -0.68 -1.29
```

## Properties
LUMO level, eV: 1.0325
Energy relative to the best compared isomer or geometry (same formula, charge and spin), kJ/mol: 49.0
Multiplicity: 1
Charge: 0
DFT total energy, Eh: -285.159158

---

Record 4
Density functional theory data (ωB97M-V with the def2-TZVPD basis set) for a structure of composition C3H11N3 at a distorted geometry.

Structure (XYZ):
```
17
Properties=species:S:1:pos:R:3
N 0.48 -0.22 -0.25
N 2.62 0.27 -0.76
N -2.40 0.92 -0.81
C 1.70 0.00 0.31
C -0.58 -0.50 0.73
C -2.00 -0.25 0.02
H 3.51 0.17 -0.53
H -1.53 0.04 -1.14
H -2.26 1.64 -0.10
H -2.22 -1.21 -0.50
H 2.08 -0.82 0.93
H -0.46 -1.55 1.02
H 1.54 0.91 0.97
H 2.47 0.23 -1.73
H -0.46 0.09 1.65
H 0.17 0.62 -0.74
H -2.66 -0.33 0.93
```

## Properties
LUMO level, eV: 0.9849
Energy relative to the best compared isomer or geometry (same formula, charge and spin), kJ/mol: 535.2
Multiplicity: 1
Charge: 0
DFT total energy, Eh: -284.973963